1.
C38H47N5OP2PdSSeSi2 as an isolated structure, computed with ωB97M-V/def2-TZVPD.

```
98
Properties=species:S:1:pos:R:3:forces:R:3
Pd 0.2180 -0.0480 -0.8619 0.53 0.36 0.86
C 0.3071 4.9486 -0.2645 0.07 -0.55 -0.54
Si 0.6044 3.4022 -1.3526 0.16 -0.25 0.54
C 2.3904 3.4781 -2.0218 -0.77 0.07 -0.02
C -0.6567 3.3102 -2.7858 0.53 0.09 0.44
N 0.5411 1.9941 -0.3610 -0.50 0.58 -0.38
P -0.2880 1.6285 0.9616 0.29 -1.06 0.51
C 0.1734 -0.0422 1.1906 -1.59 -0.02 -0.20
P -0.7026 -1.5384 0.9953 0.16 0.80 0.89
N -0.5082 -2.0208 -0.5343 0.76 -0.24 0.05
Si 0.5437 -3.2082 -1.2250 -0.18 -0.21 0.19
C 0.4122 -4.8162 -0.1976 0.08 0.52 -0.51
C 2.3766 -2.6606 -1.2988 -0.61 -0.02 -0.10
C -0.0840 -3.4917 -3.0068 0.34 0.03 0.66
C -2.4856 -1.7155 1.3237 0.40 -0.06 -0.14
C -3.1459 -2.6986 0.5961 -0.01 0.12 0.09
C -4.4776 -2.9637 0.8516 -0.12 -0.12 -0.05
C -5.1528 -2.2340 1.8151 -0.09 0.03 0.05
C -4.5017 -1.2287 2.5138 -0.05 0.00 0.11
C -3.1625 -0.9733 2.2796 0.11 -0.08 0.01
C 0.0648 -2.6205 2.2299 -0.11 0.01 -0.21
C 1.4537 -2.5471 2.2388 0.14 -0.07 0.02
C 2.1818 -3.3191 3.1217 0.07 -0.04 -0.01
C 1.5215 -4.1544 4.0131 -0.01 -0.06 0.06
C 0.1379 -4.2197 4.0091 0.02 -0.12 0.14
C -0.5966 -3.4577 3.1147 0.02 0.07 -0.14
C 0.4250 2.5522 2.3691 -0.17 0.03 -0.19
C -0.1655 3.1359 3.4827 -0.05 -0.06 -0.16
C 0.6270 3.7354 4.4493 0.01 0.02 0.19
C 2.0070 3.7047 4.3527 -0.07 0.02 0.09
C 2.6036 3.0930 3.2634 0.06 0.01 0.01
C 1.8168 2.5380 2.2745 0.09 0.05 -0.03
C -2.0739 1.9421 0.7261 0.50 0.15 0.12
C -2.7398 3.0238 1.2903 0.08 -0.14 -0.09
C -4.0919 3.2013 1.0533 -0.21 0.09 0.04
C -4.7785 2.3212 0.2334 -0.06 0.06 0.02
C -4.1051 1.2713 -0.3720 -0.02 0.05 -0.01
C -2.7579 1.0775 -0.1281 -0.05 -0.21 -0.23
H 0.7023 5.8360 -0.7481 0.06 0.24 -0.13
H 0.8016 4.8450 0.6972 0.16 -0.08 0.12
H -0.7479 5.1162 -0.0729 -0.27 0.00 0.00
H 2.4771 4.2472 -2.7811 0.12 0.24 -0.23
H 2.6614 2.5288 -2.4752 -0.01 -0.20 -0.05
H 3.1065 3.6945 -1.2341 0.03 0.03 0.23
H -0.8022 4.2742 -3.2621 -0.01 0.25 -0.09
H -1.6251 2.9445 -2.4501 -0.07 -0.02 0.19
H -0.2979 2.6233 -3.5470 0.10 -0.13 -0.19
H 1.0360 -4.7775 0.6896 0.16 0.07 0.12
H 0.7179 -5.6750 -0.7833 0.10 -0.28 -0.19
H -0.6045 -4.9868 0.1399 -0.29 -0.02 0.01
H 3.0133 -3.2398 -0.6337 0.04 -0.13 0.13
H 2.4380 -1.6023 -1.0269 0.03 -0.25 0.06
H 2.7605 -2.7604 -2.3118 0.11 -0.14 -0.22
H -1.1362 -3.7554 -3.0445 -0.21 -0.06 0.12
H 0.4821 -4.2862 -3.4810 0.14 -0.23 -0.15
H 0.0469 -2.5973 -3.6077 0.06 0.20 -0.11
H -2.5977 -3.2350 -0.1653 -0.02 -0.06 -0.04
H -4.9840 -3.7467 0.3061 -0.08 -0.05 -0.05
H -6.1881 -2.4530 2.0305 -0.12 0.02 -0.02
H -5.0389 -0.6520 3.2495 -0.08 0.09 0.12
H -2.6410 -0.1972 2.8273 0.00 0.02 0.02
H 1.9281 -1.8661 1.5404 0.10 0.02 0.08
H 3.2618 -3.2738 3.1181 0.10 0.00 0.03
H 2.0856 -4.7538 4.7150 0.03 -0.03 0.02
H -0.3731 -4.8674 4.7068 -0.03 -0.06 0.06
H -1.6763 -3.5120 3.1116 -0.08 -0.01 -0.01
H -1.2360 3.1278 3.6172 -0.10 -0.01 -0.01
H 0.1647 4.2246 5.2929 -0.09 0.00 0.12
H 2.6097 4.1413 5.1351 0.07 0.09 0.04
H 3.6803 3.0496 3.1870 0.11 0.02 -0.04
H 2.2628 2.0789 1.4034 0.01 -0.04 0.00
H -2.1940 3.7352 1.8904 -0.03 0.08 0.07
H -4.6136 4.0306 1.5081 -0.04 0.09 0.03
H -5.8366 2.4578 0.0605 -0.07 0.03 -0.02
H -4.6397 0.6017 -1.0310 -0.04 -0.11 -0.02
H -2.2313 0.2511 -0.6192 -0.19 0.37 0.27
Se 2.5510 -0.0665 -4.0509 -1.85 -0.01 0.02
N 1.4370 -0.0767 -5.4470 0.02 0.06 -0.18
C 0.1853 -0.0432 -4.9900 1.37 -0.03 0.66
C -1.0021 -0.0296 -5.7268 -1.72 -0.02 0.04
C -2.2009 -0.0374 -5.0228 0.97 0.01 -2.15
C -2.2152 -0.0504 -3.6389 1.91 -0.01 2.28
N -1.0986 -0.0265 -2.8971 -2.51 0.04 -1.12
C 0.0584 -0.0214 -3.5602 1.32 0.06 -0.55
N 1.2020 -0.0126 -2.8662 0.02 -0.13 -1.26
H -0.9805 -0.0151 -6.8038 -0.01 -0.02 -0.15
H -3.1421 -0.0317 -5.5548 0.02 -0.01 -0.07
H -3.1465 -0.0861 -3.0891 -0.05 0.07 0.05
C 4.9197 -0.6879 1.0011 -0.15 0.73 -0.33
S 4.1542 0.6903 0.0308 1.26 -1.02 -0.03
C 5.0450 0.3200 -1.5337 -0.25 0.26 0.50
O 2.7702 0.2520 -0.1998 -0.04 0.18 -0.09
H 5.9819 -0.5043 1.1042 0.26 0.02 0.05
H 4.7347 -1.6279 0.4937 -0.11 -0.08 -0.18
H 4.4474 -0.6942 1.9787 -0.11 0.09 0.06
H 6.1147 0.4161 -1.3896 0.20 0.02 0.00
H 4.7029 1.0419 -2.2704 0.02 0.17 0.02
H 4.7765 -0.6811 -1.8564 -0.03 -0.21 0.11
```
Positions in Å, forces in eV/Å.

As for the spin multiplicity: 1. For the total energy, the calculation gives -163661.3219 eV.


2.
A 2-piece molecular cluster, C38H47NO3 overall, computed with ωB97M-V/def2-TZVPD.

```
89
Properties=species:S:1:pos:R:3:forces:R:3
C 2.3403 -2.6662 0.8793 0.00 -0.13 0.09
C 1.1780 -1.8692 0.3269 -1.04 -0.24 0.49
O 0.2024 -1.8159 1.3823 1.68 -0.43 -0.91
C -0.9697 -1.1228 1.1978 -0.95 1.91 1.12
C -1.2617 -0.3727 2.4095 -0.15 -1.17 -1.88
C -2.5255 0.3028 2.5508 -0.57 -0.48 0.98
O -3.1587 0.1949 3.6199 0.23 0.52 -0.39
C -3.1380 1.1902 1.4877 -0.25 0.00 -0.22
C -4.2296 0.4866 0.6479 -0.06 0.12 -0.18
C -5.3652 -0.1971 1.4629 0.01 0.36 -0.36
C -5.3720 -1.7374 1.3793 -0.23 -0.21 -0.20
C -5.4076 -2.5090 2.7122 0.05 -0.19 0.16
C -4.5446 -3.7902 2.6928 0.21 0.28 0.00
C -3.0252 -3.5167 2.6025 0.10 0.07 -0.18
C -2.4050 -2.9640 3.9073 -0.41 -0.35 0.26
C -0.9517 -2.4807 3.8556 0.33 0.16 0.17
C -0.6548 -0.9747 3.6336 -0.03 -0.19 0.60
O -1.5946 -1.1827 0.1428 0.57 -0.03 -0.54
H 3.1827 -2.6572 0.1721 -0.22 -0.10 0.34
H 2.6626 -2.2283 1.8411 -0.12 -0.20 -0.45
H 2.0081 -3.7000 1.0638 0.26 0.31 -0.05
H 1.5081 -0.8568 0.0593 0.03 -0.03 0.19
H 0.7053 -2.3054 -0.5612 0.22 -0.14 0.01
H -3.6000 2.0309 2.0306 0.16 -0.24 -0.11
H -2.3724 1.6002 0.8198 -0.04 -0.11 -0.01
H -4.6912 1.2569 0.0052 0.24 -0.17 0.15
H -3.7375 -0.2327 -0.0274 -0.23 0.21 0.32
H -5.3303 0.1551 2.5059 -0.03 -0.20 -0.34
H -6.3073 0.1550 1.0109 0.18 -0.02 0.40
H -6.2729 -2.0133 0.8023 0.40 -0.14 0.09
H -4.5126 -2.0796 0.7817 -0.18 0.15 0.19
H -5.0736 -1.8570 3.5318 -0.01 -0.12 -0.19
H -6.4461 -2.8000 2.9416 0.26 0.15 0.01
H -4.7455 -4.3826 3.5999 0.02 0.11 -0.19
H -4.8401 -4.4125 1.8310 0.02 0.15 0.22
H -2.5367 -4.4768 2.3561 0.01 0.30 0.08
H -2.8175 -2.8532 1.7439 -0.10 -0.15 0.36
H -3.0512 -2.1928 4.3480 0.17 -0.11 -0.16
H -2.3872 -3.8149 4.6103 -0.29 0.23 -0.07
H -0.4854 -2.7480 4.8171 0.01 -0.01 -0.22
H -0.4348 -3.0402 3.0718 0.04 -0.09 0.23
H 0.4345 -0.8633 3.5742 -0.01 -0.07 0.20
H -1.0017 -0.4085 4.5007 0.00 -0.05 0.01
C 1.7120 -4.2874 -3.2606 0.22 0.35 0.05
C 1.2854 -3.4880 -4.3230 0.07 -0.08 -0.12
C 1.7771 -2.1935 -4.4814 -0.06 -0.06 0.22
C 2.6837 -1.6836 -3.5583 -0.03 -0.12 -0.16
C 3.0732 -0.2341 -3.6399 0.06 -0.77 -0.35
N 2.4808 0.5411 -2.5391 -1.68 0.17 0.96
C 3.3151 1.6395 -2.0307 0.37 0.43 0.22
C 3.3232 2.9555 -2.7698 0.07 0.46 -0.40
C 3.8031 4.0547 -2.0572 -0.39 0.13 0.20
C 3.7415 5.3402 -2.5770 -0.02 0.11 -0.48
C 3.2785 5.5449 -3.8852 0.06 -0.39 0.01
C 2.8993 4.4325 -4.6447 0.18 -0.04 0.00
C 2.9436 3.1401 -4.0977 -0.29 0.26 0.26
C 1.3032 0.2464 -1.9713 0.64 -1.42 -0.85
C 0.5198 1.2083 -1.2692 -0.86 0.92 1.46
C 0.4382 1.4264 0.1112 0.64 -0.47 -1.48
C 0.7717 2.7442 0.6104 -1.06 1.69 0.41
C 1.0703 2.9415 1.9813 -0.12 -0.34 -0.62
C 1.5189 4.1807 2.4330 0.23 0.09 -0.30
C 1.7178 5.2281 1.5218 -0.38 -0.24 0.14
C 1.3740 5.0640 0.1759 -0.11 -0.10 0.05
C 0.8754 3.8489 -0.2727 0.25 -0.31 0.38
C 3.1680 -2.4893 -2.5301 -0.11 -0.19 -0.15
C 2.6764 -3.7904 -2.3782 0.27 0.28 -0.06
H 1.3083 -5.2895 -3.1147 0.12 0.29 -0.12
H 0.5799 -3.8732 -5.0510 -0.01 -0.01 0.14
H 1.4592 -1.5445 -5.3017 -0.08 -0.35 0.20
H 4.1610 -0.1111 -3.6063 -0.21 0.07 0.16
H 2.7283 0.1808 -4.5997 0.08 -0.03 0.39
H 3.0277 1.8217 -0.9879 0.01 -0.06 -0.29
H 4.3602 1.2827 -2.0377 -0.46 -0.24 0.13
H 4.1506 3.8930 -1.0420 -0.06 0.14 0.02
H 4.0289 6.1967 -1.9679 0.06 -0.26 -0.13
H 3.2441 6.5515 -4.3205 -0.05 -0.50 0.26
H 2.5760 4.5626 -5.6808 0.10 -0.04 0.37
H 2.6420 2.2784 -4.6859 -0.09 0.26 -0.06
H 0.8869 -0.7659 -2.0987 0.56 0.25 -0.51
H -0.0728 1.8502 -1.9404 1.32 0.72 0.02
H 0.2561 0.6520 0.8610 1.01 -0.18 0.06
H 0.9719 2.0750 2.6400 -0.09 0.37 -0.01
H 1.7427 4.3317 3.4898 -0.04 -0.09 -0.30
H 2.0948 6.1899 1.8639 -0.03 -0.22 -0.02
H 1.5173 5.8838 -0.5284 -0.11 -0.18 0.20
H 0.6053 3.6923 -1.3206 0.28 0.31 0.36
H 3.9328 -2.0728 -1.8665 -0.31 -0.30 -0.07
H 3.0746 -4.4061 -1.5727 -0.23 0.07 -0.18
```
Positions in Å, forces in eV/Å.

The relative energy (zero: lowest compared OMol25 entry of this formula, charge and spin) is 12.2 kcal per mole. As for the spin multiplicity: 1. For the total energy, the calculation gives -47796.1512 eV.


In hartree, the E_LUMO values for the records above are, in order, -0.06173 -0.05872.
In eV, the HOMO-LUMO gap values for the records above are, in order, 4.58 4.34.